# 1
ORCA calculation (wB97M-V/def2-TZVPD) on C4H7NO in the gas phase.

Element x y z (Å)
1 C -1.53 -0.66 0.35
2 C -0.20 -0.52 -0.33
3 C 0.17 0.46 -1.38
4 N 0.45 0.73 0.02
5 C 1.60 0.62 0.78
6 O 1.94 -0.43 1.29
7 H -1.31 -0.85 1.40
8 H -2.13 -1.49 -0.03
9 H -2.08 0.28 0.28
10 H 0.44 -1.40 -0.30
11 H 1.01 0.20 -2.02
12 H -0.58 1.10 -1.85
13 H 2.10 1.57 1.02

Output
Relative energy (zero: lowest compared OMol25 entry of this formula, charge and spin)   188.70 kJ/mol
SMILES   C[C@H]1CN1C=O



# 2
ORCA calculation (wB97M-V/def2-TZVPD) on a molecular structure, C29H38NO3P2SiTi.

Element x y z (Å)
1 Ti 0.00 -0.73 -1.18
2 P -2.42 -0.37 -1.80
3 C -2.13 0.15 -3.47
4 C -0.87 0.72 -3.84
5 N 0.24 0.47 -3.05
6 C 1.46 0.87 -3.48
7 C 1.64 1.60 -4.66
8 C 0.53 1.84 -5.47
9 C -0.72 1.40 -5.07
10 C 2.69 0.51 -2.67
11 P 2.45 -0.98 -1.62
12 H -1.61 1.56 -5.69
13 H 2.64 1.92 -4.95
14 H 0.65 2.40 -6.41
15 H 3.54 0.31 -3.35
16 H 2.99 1.35 -2.03
17 H -2.07 -1.40 -4.57
18 H -2.99 0.40 -4.11
19 H -0.88 -2.60 -3.44
20 O -2.00 -2.40 -4.52
21 H -2.13 -2.78 -5.40
22 H -0.17 -1.91 -0.05
23 O -0.35 -2.64 -2.56
24 H -0.12 -3.59 -2.53
25 C 2.86 -2.33 -2.74
26 H 3.87 -2.21 -3.14
27 H 2.79 -3.27 -2.18
28 H 2.13 -2.39 -3.56
29 C 3.74 -0.91 -0.38
30 H 3.72 -1.84 0.20
31 H 4.73 -0.80 -0.87
32 H 3.56 -0.07 0.31
33 C -3.16 1.00 -0.88
34 H -4.16 1.21 -1.29
35 H -3.23 0.73 0.19
36 H -2.52 1.87 -0.98
37 C -3.67 -1.70 -1.85
38 H -3.96 -1.98 -0.83
39 H -4.55 -1.37 -2.41
40 H -3.25 -2.59 -2.33
41 O -0.01 0.54 0.23
42 Si -0.01 0.64 1.88
43 C -0.23 2.39 2.49
44 C -1.31 2.81 3.29
45 C -1.40 4.13 3.74
46 C -0.44 5.08 3.39
47 C 0.64 4.68 2.59
48 C 0.73 3.35 2.14
49 C -1.38 -0.38 2.74
50 C -2.17 -1.24 2.00
51 C -3.10 -2.08 2.62
52 C -3.26 -2.06 4.00
53 C -2.48 -1.18 4.76
54 C -1.53 -0.35 4.13
55 C 1.55 -0.10 2.60
56 C 1.67 -1.50 2.58
57 C 2.83 -2.13 3.07
58 C 3.88 -1.37 3.59
59 C 3.74 0.03 3.65
60 C 2.58 0.65 3.18
61 H -2.07 2.08 3.58
62 H -2.26 4.42 4.36
63 H -0.53 6.11 3.73
64 H 1.39 5.42 2.30
65 H 1.58 3.07 1.51
66 H -2.06 -1.30 0.91
67 H -3.71 -2.77 2.02
68 H -3.97 -2.72 4.50
69 H -2.58 -1.13 5.84
70 H -0.92 0.33 4.74
71 H 0.87 -2.11 2.17
72 H 2.91 -3.21 3.03
73 H 4.78 -1.85 3.94
74 H 4.54 0.63 4.08
75 H 2.46 1.73 3.29

Output
Relative energy (zero: lowest compared OMol25 entry of this formula, charge and spin)   63.04 kJ/mol
Charge   +3



# 3
ORCA calculation (wB97M-V/def2-TZVPD) on C12H18N2O3 in the gas phase.

Element x y z (Å)
1 C 4.32 0.54 -2.21
2 C 2.87 0.19 -1.92
3 C 2.07 1.43 -1.50
4 O 0.70 1.14 -1.30
5 C 0.35 0.57 -0.13
6 N 1.31 0.26 0.73
7 C 0.99 -0.30 1.89
8 C 2.13 -0.62 2.81
9 C -0.32 -0.59 2.23
10 C -1.34 -0.27 1.33
11 C -2.78 -0.58 1.62
12 O -3.28 -1.38 0.56
13 C -4.68 -1.28 0.41
14 C -1.01 0.33 0.12
15 C -2.07 0.77 -0.83
16 N -1.88 0.37 -2.11
17 O -3.03 1.43 -0.50
18 H 4.87 -0.36 -2.50
19 H 4.39 1.26 -3.01
20 H 4.79 0.96 -1.32
21 H 2.40 -0.25 -2.81
22 H 2.81 -0.54 -1.11
23 H 2.09 2.17 -2.30
24 H 2.50 1.85 -0.59
25 H 3.06 -0.33 2.35
26 H 2.14 -1.69 3.03
27 H 2.01 -0.08 3.75
28 H -0.55 -1.07 3.17
29 H -3.34 0.36 1.68
30 H -2.88 -1.11 2.58
31 H -4.94 -1.94 -0.41
32 H -5.20 -1.61 1.32
33 H -4.97 -0.25 0.17
34 H -1.02 -0.06 -2.39
35 H -2.52 0.69 -2.81

Output
Relative energy (zero: lowest compared OMol25 entry of this formula, charge and spin)   96.66 kJ/mol
SMILES   CCCOc1nc(C)cc(COC)c1C(N)=O



# 4
ORCA calculation (wB97M-V/def2-TZVPD) on a molecular structure, N2O5S.

Element x y z (Å)
1 N 0.77 -1.27 0.82
2 N 1.26 0.12 -1.54
3 O 1.19 -1.00 -0.34
4 O 0.21 0.52 -1.70
5 O -2.37 -0.02 0.80
6 O -0.85 1.69 0.04
7 O 0.21 -0.43 1.49
8 S -1.50 1.02 1.16

Output
Relative energy (zero: lowest compared OMol25 entry of this formula, charge and spin)   19.25 kJ/mol



# 5
ORCA calculation (wB97M-V/def2-TZVPD) on a molecular structure, C30H24F10N7O5Zr.

Element x y z (Å)
1 Zr 0.34 -0.25 0.13
2 C -1.95 3.02 0.38
3 N -1.67 1.71 0.99
4 C -1.07 1.94 2.31
5 C -0.62 0.69 3.03
6 N 0.44 -0.05 2.33
7 C 1.03 -1.03 3.10
8 C 0.70 -1.48 4.40
9 F -0.32 -0.98 5.11
10 C 1.41 -2.49 5.03
11 F 1.05 -2.86 6.25
12 C 2.47 -3.14 4.41
13 F 3.13 -4.11 5.02
14 C 2.81 -2.75 3.13
15 F 3.80 -3.34 2.46
16 C 2.09 -1.73 2.55
17 F 2.39 -1.37 1.27
18 C -2.93 0.93 1.02
19 C -2.77 -0.22 0.04
20 N -1.63 -1.01 0.49
21 C -1.84 -2.24 1.04
22 C -0.75 -3.11 1.05
23 F 0.40 -2.60 0.48
24 C -0.73 -4.38 1.57
25 F 0.38 -5.11 1.53
26 C -1.90 -4.87 2.13
27 F -1.94 -6.10 2.64
28 C -3.02 -4.05 2.16
29 F -4.14 -4.50 2.72
30 C -2.99 -2.77 1.64
31 F -4.09 -2.02 1.79
32 H -2.66 3.58 1.00
33 H -2.39 2.89 -0.60
34 H -1.04 3.61 0.29
35 H -1.77 2.48 2.96
36 H -0.21 2.60 2.16
37 H -1.48 0.04 3.21
38 H -0.26 1.02 4.01
39 H -3.77 1.57 0.75
40 H -3.12 0.53 2.01
41 H -2.55 0.17 -0.96
42 H -3.68 -0.81 -0.05
43 O 0.71 -3.09 -6.65
44 C 0.43 -2.53 -5.46
45 O -0.46 -1.73 -5.35
46 C 1.30 -2.90 -4.32
47 C 2.05 -4.03 -4.08
48 N 2.54 -3.90 -2.83
49 N 2.16 -2.76 -2.23
50 C 1.40 -2.16 -3.12
51 C 0.81 -0.81 -2.81
52 O 1.12 0.18 -3.41
53 O -0.02 -0.84 -1.79
54 H 1.54 -3.59 -6.62
55 H 2.24 -4.91 -4.67
56 H 3.12 -4.55 -2.33
57 C 4.72 -0.04 -1.19
58 C 3.53 0.61 -0.57
59 O 2.41 0.09 -0.60
60 N 3.67 1.78 0.06
61 C 2.50 2.45 0.62
62 C 1.53 2.81 -0.48
63 C 1.70 3.98 -1.19
64 C 0.88 4.24 -2.28
65 C -0.07 3.31 -2.63
66 C -0.19 2.16 -1.88
67 N 0.56 1.92 -0.79
68 H 4.38 -0.83 -1.84
69 H 5.34 -0.47 -0.40
70 H 5.32 0.68 -1.75
71 H 4.57 2.24 0.08
72 H 2.84 3.35 1.13
73 H 2.03 1.80 1.36
74 H 2.46 4.68 -0.89
75 H 1.01 5.16 -2.85
76 H -0.71 3.45 -3.49
77 H -0.94 1.42 -2.13

Output
Relative energy (zero: lowest compared OMol25 entry of this formula, charge and spin)   170.34 kJ/mol
Charge   +1



# 6
ORCA calculation (wB97M-V/def2-TZVPD) on a molecular structure, C16H14N2O6SSc.

Element x y z (Å)
1 Sc -0.45 -0.85 -0.82
2 O 3.15 -1.73 0.45
3 C 1.98 -1.61 0.33
4 O 1.31 -1.48 -0.85
5 C 1.04 -1.57 1.51
6 C 1.55 -1.69 2.81
7 C 0.66 -1.67 3.85
8 C -0.72 -1.54 3.61
9 C -1.68 -1.51 4.66
10 C -3.01 -1.37 4.38
11 C -3.44 -1.25 3.04
12 C -2.54 -1.27 2.01
13 C -1.17 -1.42 2.28
14 N -0.27 -1.43 1.25
15 H 2.61 -1.80 2.93
16 H 1.01 -1.76 4.87
17 H -1.34 -1.61 5.68
18 H -3.73 -1.35 5.18
19 H -4.50 -1.14 2.83
20 H -2.89 -1.21 0.98
21 N -1.22 1.23 -0.72
22 C -0.09 1.64 -1.57
23 C 0.60 2.82 -1.34
24 C 1.64 3.15 -2.19
25 C 1.99 2.33 -3.26
26 C 1.31 1.13 -3.47
27 C 0.27 0.79 -2.62
28 S 3.28 2.81 -4.41
29 O 3.86 1.54 -4.78
30 O 4.12 3.68 -3.60
31 O 2.50 3.47 -5.43
32 H -1.19 1.73 0.16
33 H -2.11 1.48 -1.15
34 H 0.31 3.47 -0.53
35 H 2.21 4.06 -2.04
36 H 1.63 0.49 -4.29
37 H -0.28 -0.12 -2.86
38 O -1.92 -1.95 -2.03
39 H -2.63 -1.59 -2.59
40 H -1.83 -2.88 -2.27

Output
Relative energy (zero: lowest compared OMol25 entry of this formula, charge and spin)   194.70 kJ/mol
Charge   +1



# 7
ORCA calculation (wB97M-V/def2-TZVPD) on 2 unconnected molecules or ions with the total composition C5H16N2O.

Element x y z (Å)
1 C 0.47 1.96 0.54
2 C -0.41 0.69 0.44
3 C -1.65 0.88 -0.49
4 N -2.90 0.99 0.29
5 N 0.29 -0.55 0.00
6 C 1.00 -0.41 -1.28
7 C 1.27 -0.83 1.12
8 H 0.71 2.14 1.58
9 H 1.41 1.89 0.00
10 H -0.11 2.78 0.14
11 H -0.83 0.52 1.42
12 H -1.72 0.05 -1.20
13 H -1.44 1.71 -1.17
14 H -3.45 1.76 -0.05
15 H -3.39 0.11 0.16
16 H 2.02 -0.77 -1.31
17 H 0.47 -1.00 -2.01
18 H 1.02 0.62 -1.62
19 H 2.19 -1.23 0.70
20 H 1.45 0.04 1.75
21 H 0.87 -1.59 1.79
22 O 0.87 -3.52 0.01
23 H 0.49 -2.63 -0.01
24 H 1.36 -3.61 -0.82

Output
Relative energy (zero: lowest compared OMol25 entry of this formula, charge and spin)   143.15 kJ/mol
SMILES   C[C@@H](CN)N(C)C.O



# 8
ORCA calculation (wB97M-V/def2-TZVPD) on 10 unconnected molecules or ions with the total composition C39H42F9NO33.

Element x y z (Å)
1 C -5.07 -1.42 -0.30
2 C -4.21 -2.48 0.36
3 N -2.78 -2.25 0.12
4 C -2.11 -1.69 1.31
5 C -0.73 -1.15 0.97
6 C -0.69 0.17 0.30
7 C 0.33 0.77 -0.30
8 C 1.75 0.35 -0.54
9 C 2.53 0.15 0.74
10 O 3.31 1.01 1.11
11 O 2.31 -0.97 1.47
12 C -0.11 2.08 -0.81
13 O 0.43 2.84 -1.59
14 O -1.34 2.35 -0.23
15 C -1.85 1.12 0.14
16 O -3.03 0.89 0.22
17 C -2.07 -3.44 -0.25
18 C -2.31 -4.76 0.46
19 O -1.20 -3.38 -1.09
20 H -5.09 -0.51 0.29
21 H -6.09 -1.77 -0.39
22 H -4.67 -1.19 -1.28
23 H -4.41 -2.46 1.42
24 H -4.52 -3.44 -0.03
25 H -2.72 -0.91 1.72
26 H -2.00 -2.45 2.08
27 H -0.18 -1.07 1.90
28 H -0.19 -1.87 0.37
29 H 2.25 1.10 -1.12
30 H 1.74 -0.58 -1.10
31 H 2.51 -1.73 0.92
32 H -2.30 -5.50 -0.33
33 H -3.25 -4.84 1.00
34 H -1.50 -4.96 1.13
35 O -4.87 -4.76 2.57
36 C -5.68 -5.60 2.35
37 O -5.58 -6.88 2.74
38 C -6.83 -7.53 2.44
39 C -7.37 -6.66 1.33
40 F -8.73 -6.59 1.35
41 O -6.84 -5.38 1.67
42 H -7.47 -7.53 3.32
43 H -6.66 -8.56 2.13
44 H -7.04 -6.93 0.33
45 O 7.98 -1.98 0.02
46 C 7.62 -0.89 0.29
47 O 7.52 -0.40 1.55
48 C 7.18 0.99 1.47
49 C 6.55 1.07 0.10
50 F 6.78 2.26 -0.50
51 O 7.23 0.05 -0.61
52 H 8.09 1.59 1.52
53 H 6.51 1.28 2.27
54 H 5.48 0.86 0.09
55 O 6.36 -7.59 1.47
56 C 7.22 -6.97 0.96
57 O 7.38 -5.63 1.07
58 C 8.61 -5.26 0.44
59 C 8.82 -6.42 -0.51
60 F 10.14 -6.70 -0.69
61 O 8.20 -7.49 0.17
62 H 9.40 -5.21 1.19
63 H 8.52 -4.30 -0.06
64 H 8.35 -6.29 -1.49
65 O 1.40 -0.05 -6.51
66 C 1.19 1.07 -6.19
67 O 1.15 1.52 -4.92
68 C 1.01 2.95 -4.95
69 C 0.40 3.17 -6.32
70 F 0.79 4.34 -6.88
71 O 0.94 2.09 -7.06
72 H 1.99 3.42 -4.87
73 H 0.38 3.30 -4.14
74 H -0.69 3.11 -6.34
75 O 3.24 5.76 -1.81
76 C 2.73 5.27 -0.87
77 O 2.98 4.03 -0.40
78 C 2.27 3.86 0.84
79 C 1.17 4.88 0.71
80 F 0.82 5.41 1.91
81 O 1.78 5.89 -0.09
82 H 2.94 4.08 1.67
83 H 1.90 2.85 0.94
84 H 0.27 4.52 0.21
85 O -1.42 2.64 2.87
86 C -1.97 3.64 3.16
87 O -2.43 4.55 2.26
88 C -3.15 5.56 2.98
89 C -2.57 5.44 4.37
90 F -3.47 5.71 5.33
91 O -2.22 4.06 4.43
92 H -4.22 5.32 2.98
93 H -3.00 6.54 2.53
94 H -1.67 6.04 4.54
95 O -6.09 -8.37 5.41
96 C -5.83 -7.37 5.99
97 O -6.72 -6.67 6.73
98 C -6.01 -5.61 7.39
99 C -4.80 -5.45 6.50
100 F -3.70 -5.08 7.19
101 O -4.62 -6.76 6.00
102 H -5.73 -5.93 8.39
103 H -6.62 -4.72 7.45
104 H -4.94 -4.76 5.66
105 O -2.79 2.00 -10.87
106 C -1.73 1.52 -10.67
107 O -1.48 0.51 -9.80
108 C -0.11 0.12 -9.94
109 C 0.51 1.37 -10.53
110 F 1.53 1.09 -11.37
111 O -0.57 1.93 -11.27
112 H -0.03 -0.72 -10.64
113 H 0.32 -0.16 -8.98
114 H 0.84 2.09 -9.78
115 O -0.09 11.60 1.88
116 C 0.70 10.72 1.89
117 O 1.67 10.52 0.97
118 C 2.49 9.44 1.41
119 C 1.56 8.70 2.34
120 F 2.22 8.12 3.38
121 O 0.74 9.74 2.84
122 H 3.36 9.83 1.95
123 H 2.83 8.84 0.57
124 H 0.94 7.95 1.85

Output
Electronic energy   -4947.942360 Ha
SMILES   CCN(CCC1=C(CC(=O)O)C(=O)OC1=O)C(C)=O.O=C1OC[C@@H](F)O1.O=C1OC[C@@H](F)O1.O=C1OC[C@@H](F)O1.O=C1OC[C@@H](F)O1.O=C1OC[C@@H](F)O1.O=C1OC[C@@H](F)O1.O=C1OC[C@@H](F)O1.O=C1OC[C@@H](F)O1.O=C1OC[C@@H](F)O1



# 9
ORCA calculation (wB97M-V/def2-TZVPD) on C3H8N2S2 in the gas phase.

Element x y z (Å)
1 N -1.21 2.05 -0.33
2 N -0.11 1.59 0.30
3 C 0.13 0.34 0.23
4 C -0.71 -0.62 -0.63
5 S -2.34 -1.06 0.06
6 C 1.37 -0.14 0.92
7 S 2.70 -0.47 -0.30
8 H -1.99 1.39 -0.39
9 H -1.47 2.97 0.04
10 H -0.96 -0.20 -1.60
11 H -0.16 -1.56 -0.75
12 H -1.91 -1.31 1.34
13 H 1.67 0.59 1.65
14 H 1.15 -1.07 1.42
15 H 2.55 0.77 -0.83

Output
Relative energy (zero: lowest compared OMol25 entry of this formula, charge and spin)   132.44 kJ/mol
SMILES   NN=C(CS)CS



# 10
ORCA calculation (wB97M-V/def2-TZVPD) on C5H9NO in the gas phase.

Element x y z (Å)
1 C 2.70 0.40 0.22
2 O 1.33 0.75 0.28
3 C 0.46 -0.36 0.28
4 C -1.08 0.04 0.33
5 C -2.03 0.56 -1.12
6 C -1.88 -1.09 0.68
7 N -2.62 -1.98 0.78
8 H 3.28 1.32 0.19
9 H 2.93 -0.18 -0.69
10 H 3.04 -0.19 1.09
11 H 0.66 -0.96 1.20
12 H 0.67 -1.02 -0.57
13 H -1.12 0.84 1.10
14 H -3.03 0.94 -0.86
15 H -1.16 1.15 -1.02
16 H -2.14 -0.22 -1.88

Output
Relative energy (zero: lowest compared OMol25 entry of this formula, charge and spin)   355.07 kJ/mol
SMILES   COC[C@@H](C)C#N



# 11
ORCA calculation (wB97M-V/def2-TZVPD) on 2 unconnected molecules or ions with the total composition C11H12BrN2O6P2S.

Element x y z (Å)
1 C -0.17 1.69 -0.23
2 C 0.79 2.38 -1.33
3 O 2.03 1.63 -1.58
4 N 2.75 1.63 -0.44
5 C 3.41 2.81 0.14
6 C 4.08 2.35 1.46
7 N 3.73 0.93 1.47
8 P 4.19 -0.18 2.76
9 O 5.04 0.72 3.95
10 Br 2.19 -0.73 3.78
11 C 2.95 0.42 0.34
12 P 2.36 -1.36 0.02
13 S 0.81 -1.49 -1.14
14 H -0.96 2.49 0.02
15 H -0.75 0.80 -0.64
16 H 0.37 1.44 0.75
17 H 0.96 3.45 -0.98
18 H 0.19 2.43 -2.31
19 H 3.44 3.86 -0.29
20 H 4.70 2.95 2.22
21 H 4.37 0.90 4.67
22 H 3.46 -1.99 -0.70
23 H 2.20 -2.12 1.23
24 C -4.59 -0.98 -0.30
25 C -3.40 -0.90 -0.95
26 C -3.12 -2.09 -1.86
27 O -2.13 -2.18 -2.59
28 C -4.08 -3.20 -1.88
29 C -5.28 -3.29 -1.22
30 C -5.60 -2.05 -0.38
31 O -6.66 -1.89 0.23
32 O -6.10 -4.24 -1.23
33 O -2.53 0.01 -0.88
34 H -4.88 -0.17 0.37
35 H -3.77 -4.03 -2.50

Output
Relative energy (zero: lowest compared OMol25 entry of this formula, charge and spin)   378.48 kJ/mol
Charge   -1



What is the formula in the first record?
C4H7NO